Computed, not measured: a cluster of 6 separate species, C37H54ClN3O12 in total in a non-equilibrium geometry, with the ωB97M-V functional and the def2-TZVPD basis.

Gap between HOMO and LUMO (eV): 7.8
SMILES: C[C@H](Cl)Cc1cc2ncc(C[C@@H](O)CN)nc2cc1C[C@@H](C)O.O=C1CCCO1.O=C1CCCO1.O=C1CCCO1.O=C1CCCO1.O=C1CCCO1
Energy above the lowest of the compared OMol25 structures with the same formula, charge and spin (kJ/mol): 757.9

ORCA input file:
```
! RIJCOSX wB97M-V def2-TZVPD def2/J DEFGRID3
* xyz 0 1
C -6.73 -1.55 -1.77
C -5.58 -1.30 -2.87
O -6.30 -1.00 -4.13
C -4.65 -0.03 -2.60
C -3.88 -0.05 -1.20
C -2.52 -0.73 -0.95
C -1.74 -0.71 0.43
N -0.46 -1.38 0.44
C 0.11 -1.22 1.73
C 1.58 -1.86 1.95
C 2.63 -0.64 1.68
O 1.92 0.37 0.92
C 3.17 0.04 3.03
N 2.25 1.13 3.56
C -0.51 -0.47 2.95
N -1.78 0.15 2.89
C -2.41 0.05 1.59
C -3.81 0.76 1.39
C -4.53 0.72 0.01
C -5.95 1.49 -0.16
C -5.55 3.00 -0.68
C -5.16 3.87 0.61
Cl -6.84 3.75 -1.75
H -7.15 -2.60 -1.93
H -7.61 -0.81 -1.93
H -6.25 -1.40 -0.74
H -5.02 -2.28 -3.08
H -6.92 -1.78 -4.23
H -5.27 0.94 -2.68
H -3.85 -0.01 -3.43
H -2.05 -1.29 -1.85
H 1.79 -2.66 1.15
H 1.71 -2.34 2.98
H 3.49 -1.01 0.99
H 2.38 1.24 0.96
H 3.32 -0.69 3.90
H 4.19 0.54 2.79
H 2.02 0.85 4.52
H 2.75 2.05 3.57
H 0.09 -0.42 3.92
H -4.27 1.33 2.28
H -6.64 1.00 -0.92
H -6.52 1.60 0.83
H -4.58 2.86 -1.28
H -4.04 3.85 0.82
H -5.68 3.48 1.55
H -5.46 4.97 0.39
O 4.42 2.75 3.75
C 5.56 2.82 3.35
O 6.02 2.16 2.26
C 7.43 2.37 2.14
C 7.71 3.64 2.90
C 6.67 3.60 4.00
H 7.95 1.51 2.56
H 7.70 2.46 1.08
H 8.73 3.71 3.26
H 7.52 4.51 2.25
H 7.03 3.05 4.87
H 6.34 4.60 4.28
O 5.57 -1.42 3.67
C 5.26 -2.53 4.01
O 3.99 -3.03 3.91
C 3.95 -4.33 4.50
C 5.38 -4.83 4.49
C 6.17 -3.55 4.65
H 3.55 -4.24 5.52
H 3.29 -4.98 3.92
H 5.58 -5.57 5.26
H 5.60 -5.28 3.52
H 6.31 -3.29 5.70
H 7.12 -3.60 4.13
O -0.81 -1.08 -8.02
C -0.96 -0.05 -7.40
O -0.44 1.15 -7.77
C -0.72 2.12 -6.76
C -1.91 1.58 -6.01
C -1.71 0.09 -6.10
H 0.16 2.22 -6.12
H -0.93 3.08 -7.23
H -1.98 1.95 -4.98
H -2.83 1.86 -6.53
H -1.08 -0.29 -5.29
H -2.66 -0.45 -6.13
O 3.50 -5.99 -6.81
C 2.50 -5.41 -7.15
O 2.49 -4.39 -8.05
C 1.16 -3.86 -8.14
C 0.25 -4.97 -7.66
C 1.11 -5.67 -6.63
H 1.09 -2.96 -7.51
H 0.94 -3.58 -9.17
H -0.70 -4.61 -7.26
H 0.04 -5.65 -8.48
H 1.02 -5.21 -5.64
H 0.90 -6.73 -6.59
O -4.49 3.78 3.83
C -3.44 3.88 4.41
O -2.79 5.05 4.64
C -1.52 4.77 5.25
C -1.68 3.40 5.87
C -2.65 2.72 4.93
H -0.75 4.78 4.47
H -1.29 5.53 5.99
H -0.73 2.87 5.99
H -2.13 3.49 6.86
H -2.14 2.24 4.09
H -3.29 2.01 5.46
*
```